1.
C39H48Li2O19S | ωB97M-V/def2-TZVPD

Last column: Löwdin charge in e.
Element x y z (Å)
O -2.417 -0.808 -2.205  -0.18
H -2.125 -0.096 3.377  -0.02
C 0.615 5.281 -3.386  0.02
C 2.860 -3.506 -1.380  -0.06
Li -1.981 -2.440 -1.111  0.71
C -5.696 2.445 1.017  0.03
H 4.367 -4.743 -0.909  0.12
Li 0.416 0.058 3.754  0.82
H -1.077 -2.305 3.718  0.09
C 5.139 1.105 -1.356  -0.01
H -0.094 3.248 0.127  0.12
C 1.293 4.955 0.718  0.02
H 2.181 -0.023 -0.769  0.06
C 3.559 1.896 0.381  -0.02
O 3.186 -0.184 -0.859  -0.05
C -0.317 -5.098 3.507  0.01
C -0.046 3.600 2.465  -0.28
C 1.833 5.755 1.744  -0.40
H -2.264 -0.259 -4.132  0.14
H -1.139 -4.880 4.124  0.11
H -1.638 -1.816 -3.542  0.07
O -3.436 1.811 0.928  -0.02
H 1.667 5.119 -0.261  0.09
C -3.933 -3.452 0.655  -0.11
C 5.390 3.268 -0.262  -0.28
C -6.463 -0.055 0.034  -0.02
O 0.959 -2.145 -1.995  0.07
H -6.668 -1.160 -0.247  0.13
H -4.173 -0.586 0.147  0.15
H 5.490 -5.821 -3.494  0.14
C -5.112 0.169 0.306  -0.02
C 0.459 4.460 3.379  -0.05
C 0.364 3.815 1.066  0.05
C 1.567 -6.394 2.657  -0.33
H 3.020 2.928 -2.383  0.12
H -4.918 -3.096 -1.041  0.08
C 1.895 -3.624 -3.613  0.02
H -0.656 -0.435 -3.278  0.05
O -1.136 -3.351 2.266  -0.06
C -0.145 -4.360 2.377  -0.31
H 2.373 -5.825 0.611  0.09
H -3.001 -1.256 3.512  0.11
H 3.654 4.823 -4.122  0.10
H 5.715 5.103 0.529  0.10
C -0.633 4.515 -3.024  -0.01
H -9.452 1.262 0.433  0.16
H -2.242 0.089 -1.873  0.06
C -4.744 1.416 0.840  -0.33
H 0.794 -6.794 4.455  0.10
H 1.723 6.027 3.767  0.06
H -1.429 1.748 -1.296  0.11
C 1.655 -5.650 1.385  0.04
C 4.017 0.894 -0.568  -0.31
C 5.867 2.283 -1.126  0.00
H 1.030 -3.358 -4.063  0.08
O -4.137 -2.762 -0.611  -0.18
H -0.997 -2.850 1.446  0.00
C 3.720 -4.477 -1.728  -0.04
H -7.887 2.946 0.592  0.13
O 2.702 6.663 1.546  0.13
H -3.209 -4.313 0.493  0.10
H 2.709 7.098 0.753  0.08
C 1.895 -3.095 -2.289  -0.27
C 1.385 5.446 3.053  0.01
H -0.901 1.590 2.253  0.08
H 3.003 -2.890 -0.468  0.14
H -5.462 3.455 1.202  0.09
C 4.282 3.033 0.577  -0.05
O -1.134 -1.643 0.491  -0.37
H -2.741 -0.216 4.983  0.06
C 1.908 4.540 -3.342  -0.32
H 2.460 1.939 0.917  0.16
O -1.619 2.674 -1.823  -0.02
H 2.704 -5.140 -4.910  0.12
C 2.774 -4.648 -3.947  -0.01
O -1.428 0.569 -0.185  -0.35
H -4.980 -3.792 1.021  0.12
H -3.532 -2.984 1.497  0.03
O -0.333 0.069 1.871  -0.34
H 4.013 3.885 1.234  0.12
O -1.424 -1.705 4.506  -0.19
O -0.861 2.481 2.845  -0.08
H 0.205 4.422 4.391  0.10
C -1.611 -0.789 -3.308  -0.16
C 0.718 -4.566 1.339  -0.01
C -7.080 2.183 0.603  -0.03
C 2.017 3.346 -2.683  -0.03
H 0.952 1.674 -2.029  0.09
H 1.128 -1.559 -1.406  -0.08
O -8.747 0.635 -0.047  -0.04
H 5.449 0.118 -1.881  0.16
H -1.561 5.196 -3.187  0.13
O 2.448 -7.326 2.908  0.07
H 0.947 -4.086 0.289  0.14
O 0.774 -0.496 -0.150  -0.32
C 3.634 -5.119 -2.975  -0.28
H -2.814 1.143 0.365  0.09
S -0.515 -0.331 0.549  0.33
C -7.409 0.956 0.248  -0.38
O 5.977 4.522 -0.195  0.03
H 0.432 6.278 -3.941  0.12
C -0.545 3.263 -2.404  -0.36
O 3.029 5.374 -3.604  -0.03
C 0.621 -6.134 3.668  0.02
O 4.562 -6.183 -3.274  -0.05
C 0.788 2.711 -2.280  -0.02
C -2.331 -0.630 4.161  -0.10
H 6.619 2.400 -1.575  0.00
H 3.251 -7.425 2.455  0.09

Atoms 1-3, force components in eV/Å:
O -0.025 1.430 2.495
H 2.578 4.244 -3.515
C -1.182 -3.386 -0.887

Calculated values
**Total charge**: 0
**Highest occupied orbital energy**: -7.65 eV

2.
C4H11N2O2 | ωB97M-V/def2-TZVPD

Last column: Löwdin charge in e.
Element x y z (Å)
H 1.888 1.930 2.679  0.11
H -0.839 -0.669 0.050  0.07
C 2.108 2.125 1.628  0.03
N 2.606 0.167 0.259  0.24
H 2.292 -0.609 -0.312  0.14
H 3.173 2.315 1.534  0.10
C 1.708 0.966 0.795  -0.34
H 3.595 0.311 0.381  0.14
N 0.433 0.715 0.613  0.05
C -2.521 -0.999 -1.383  -0.26
H 1.567 3.024 1.340  0.11
H -0.303 1.341 0.917  0.19
H -3.278 -2.869 -1.966  0.07
H -3.050 -1.629 -3.293  0.07
C -2.972 -1.878 -2.252  0.05
O 0.057 -0.315 -0.219  0.01
H -2.710 -2.095 0.189  0.13
H -2.223 0.003 -1.653  0.12
O -2.374 -1.216 -0.028  -0.03

Atoms 1-3, force components in eV/Å:
H 0.004 -0.080 -0.028
H 0.265 0.048 0.357
C 0.026 0.234 0.271

Calculated values
**Total charge**: +1
**Highest occupied orbital energy**: -12.74 eV

3.
C6H14N2 | ωB97M-V/def2-TZVPD

Last column: Löwdin charge in e.
Element x y z (Å)
H -2.973 -0.646 1.102  0.07
H -0.295 2.329 0.515  0.10
H 0.751 -0.088 1.627  0.15
N -1.608 -1.726 -0.879  -0.04
H 2.795 1.172 0.030  0.17
H -1.855 -2.472 -2.902  0.05
H 0.723 -0.885 -0.924  0.11
H -1.732 0.575 1.589  0.06
C 0.927 0.515 0.752  -0.32
H -0.568 -1.254 -2.663  0.03
C -2.015 -0.198 0.888  0.08
C -1.379 -1.787 -2.229  -0.01
H 1.437 2.608 0.606  0.09
H 2.629 -0.450 -0.145  0.17
H -2.325 -2.312 -0.505  0.14
H 0.524 2.237 2.026  0.10
H 2.971 0.184 1.298  0.17
H 0.016 0.681 -1.160  0.14
C 0.627 1.970 0.969  -0.03
N 2.407 0.328 0.474  0.22
C 0.143 -0.114 -0.411  -0.12
C -1.199 -0.669 -0.058  -0.35

Atoms 1-3, force components in eV/Å:
H -0.120 -0.056 -0.272
H 0.045 -0.382 -0.281
H -0.125 -0.098 0.435

Calculated values
**Total charge**: +1
**Multiplicity**: 2
**Highest occupied orbital energy (alpha / beta)**: -9.38 / -12.38 eV

4.
C2H12N3ORu | ωB97M-V/def2-TZVPD

Last column: Löwdin charge in e.
Element x y z (Å)
H 1.894 0.689 2.780  0.13
C -0.791 1.263 -3.231  -0.11
H 1.098 0.406 4.309  0.13
H -1.488 0.442 -3.073  0.00
H -1.098 -0.396 4.301  0.13
H 2.035 -1.538 -1.685  0.07
C 0.026 -0.044 2.570  -0.59
Ru 0.032 -0.028 -0.712  1.05
N 1.075 0.397 3.298  0.19
H -0.116 1.334 -2.354  -0.09
H -0.831 1.240 -0.198  -0.08
O 0.106 -0.179 1.318  -0.26
N -1.073 -0.386 3.287  0.19
H -0.258 0.983 -4.162  0.04
N 1.016 -1.563 -1.706  -0.09
H -1.358 2.185 -3.419  0.04
H 0.811 -1.599 -2.704  0.07
H 0.812 -2.513 -1.396  0.07
H -1.892 -0.693 2.776  0.13

Atoms 1-3, force components in eV/Å:
H -0.164 -0.109 0.341
C -0.012 -0.336 -1.129
H -0.106 0.090 -0.360

Calculated values
**Total charge**: +1
**Multiplicity**: 5
**Highest occupied orbital energy (alpha / beta)**: -10.74 / -12.76 eV

These records have DFT total energy values of -91360.718 -11393.592 -9420.345 -11359.680 eV, in the order they appear.